ORCA calculation (ωB97M-V/def2-TZVPD) on 9 unconnected molecules or ions with the total composition C39H80O31P4.

Properties
SMILES string: CCOP(=O)(OCC)OCC.CCOP(=O)(OCC)OCC.CCOP(=O)(OCC)OCC.CCOP(=O)(OCC)OCC.O=C1OCCO1.O=C1OCCO1.O=C1OCCO1.O=C1OCCO1.O=C1OCCO1
Energy (eV): -142376.31171
HOMO-LUMO gap (eV): 10.0091
Total charge: 0
Max |F| (eV/Å): 3.54

Cartesian coordinates (Å):
C 11.09 -26.39 15.24
C 10.01 -25.87 14.36
O 8.91 -26.74 14.24
P 7.59 -26.74 15.17
O 6.44 -27.49 14.66
O 8.15 -27.26 16.54
C 8.47 -28.65 16.74
C 7.83 -28.98 18.06
O 7.27 -25.17 15.36
C 6.73 -24.32 14.33
C 7.75 -23.70 13.36
H 11.75 -25.56 15.49
H 10.70 -26.60 16.25
H 11.51 -27.34 14.93
H 9.82 -24.88 14.79
H 10.48 -25.71 13.39
H 8.17 -29.23 15.87
H 9.55 -28.69 16.88
H 8.61 -28.75 18.80
H 6.87 -28.53 18.29
H 7.65 -30.05 18.15
H 5.89 -24.82 13.86
H 6.21 -23.57 14.93
H 8.03 -24.47 12.63
H 7.17 -22.88 12.94
H 8.65 -23.26 13.78
C 18.06 -28.41 14.43
C 17.46 -29.38 15.51
O 18.14 -30.61 15.34
P 18.35 -31.58 16.57
O 18.98 -30.96 17.73
O 16.90 -32.14 16.90
C 16.32 -33.29 16.32
C 16.21 -33.22 14.79
O 19.16 -32.84 16.01
C 20.59 -32.98 16.10
C 21.37 -32.69 14.80
H 17.68 -28.82 13.49
H 17.73 -27.38 14.57
H 19.14 -28.48 14.47
H 17.75 -28.92 16.45
H 16.39 -29.50 15.38
H 16.88 -34.16 16.67
H 15.36 -33.47 16.81
H 15.89 -34.20 14.44
H 15.52 -32.42 14.52
H 17.18 -32.98 14.35
H 20.95 -32.59 17.05
H 20.68 -34.06 16.25
H 22.45 -32.83 14.84
H 20.99 -33.29 13.98
H 21.20 -31.62 14.65
C 15.65 -21.33 21.83
C 14.45 -21.76 20.97
O 14.10 -20.86 19.96
P 12.64 -20.16 19.82
O 11.86 -20.17 21.05
O 13.02 -18.76 19.18
C 12.04 -17.74 19.30
C 10.96 -17.67 18.20
O 12.00 -20.99 18.58
C 11.32 -22.22 18.59
C 9.98 -22.11 19.31
H 15.53 -20.27 22.03
H 15.58 -21.97 22.70
H 16.61 -21.55 21.36
H 14.53 -22.75 20.53
H 13.65 -21.89 21.71
H 11.63 -17.77 20.32
H 12.53 -16.77 19.19
H 11.49 -17.54 17.26
H 10.29 -18.53 18.22
H 10.27 -16.85 18.38
H 11.21 -22.63 17.59
H 11.91 -22.95 19.15
H 9.74 -23.17 19.47
H 10.10 -21.72 20.31
H 9.29 -21.49 18.74
C 13.16 -20.94 11.87
C 13.64 -22.41 12.10
O 14.24 -22.45 13.40
P 15.69 -23.14 13.53
O 16.22 -23.42 14.86
O 16.65 -22.25 12.62
C 18.09 -22.30 12.85
C 18.75 -23.21 11.83
O 15.60 -24.47 12.62
C 15.04 -25.70 13.14
C 13.56 -25.69 13.05
H 12.49 -20.60 12.65
H 14.07 -20.34 12.00
H 12.83 -20.67 10.86
H 12.77 -23.05 11.99
H 14.38 -22.68 11.35
H 18.52 -21.31 12.76
H 18.31 -22.65 13.85
H 19.75 -23.49 12.15
H 18.20 -24.14 11.68
H 18.71 -22.67 10.89
H 15.46 -26.57 12.63
H 15.44 -25.97 14.13
H 13.29 -26.75 12.96
H 13.04 -25.23 13.88
H 13.22 -25.23 12.13
O 17.47 -26.48 19.93
C 17.78 -26.15 21.05
O 17.55 -24.92 21.55
C 17.75 -24.86 22.94
C 18.24 -26.27 23.24
O 18.11 -26.99 22.04
H 18.54 -24.15 23.15
H 16.83 -24.73 23.51
H 17.43 -26.69 23.84
H 19.18 -26.43 23.76
O 20.43 -22.63 15.23
C 20.18 -23.36 16.16
O 20.98 -24.33 16.57
C 20.24 -25.05 17.52
C 19.08 -24.18 17.97
O 19.11 -23.22 16.94
H 19.90 -26.05 17.21
H 20.84 -25.50 18.32
H 19.19 -23.65 18.93
H 18.13 -24.68 18.18
O 13.72 -24.37 18.00
C 14.45 -25.16 17.48
O 14.18 -25.98 16.46
C 15.32 -26.79 16.23
C 16.46 -25.95 16.71
O 15.74 -25.35 17.79
H 15.23 -27.74 16.76
H 15.48 -27.07 15.19
H 16.77 -25.19 16.00
H 17.32 -26.52 17.08
O 14.34 -31.71 19.94
C 15.25 -30.96 19.77
O 15.45 -30.07 18.76
C 16.52 -29.20 19.02
C 17.08 -29.76 20.30
O 16.41 -30.98 20.51
H 17.28 -29.13 18.25
H 16.13 -28.22 19.28
H 17.20 -28.96 21.03
H 18.11 -30.04 20.02
O 13.66 -28.73 12.19
C 13.44 -29.44 13.15
O 12.70 -30.60 13.15
C 12.66 -31.15 14.46
C 13.49 -30.20 15.29
O 13.89 -29.23 14.35
H 11.63 -31.15 14.80
H 13.02 -32.18 14.45
H 14.37 -30.78 15.59
H 13.06 -29.71 16.17

Atomic partial charges in e from the Mulliken method, atoms 1 to 99: C -0.88; C 0.00; O -0.24; P 0.72; O -0.77; O -0.14; C 0.10; C -1.34; O -0.29; C -0.40; C -0.98; H 0.25; H 0.44; H 0.01; H 0.17; H 0.26; H 0.45; H -0.03; H 0.35; H 0.33; H 0.36; H 0.34; H 0.34; H 0.28; H 0.42; H 0.24; C -1.61; C 1.56; O -0.36; P 0.62; O -0.77; O -0.02; C -0.61; C -0.66; O -0.29; C -0.39; C -0.98; H 0.39; H 0.14; H 0.45; H -0.32; H -0.20; H 0.44; H 0.44; H 0.42; H -0.05; H 0.30; H 0.39; H 0.28; H 0.38; H 0.27; H 0.23; C -1.10; C -0.20; O -0.21; P 0.71; O -0.75; O -0.33; C -0.37; C -0.98; O -0.04; C 0.13; C -1.32; H 0.33; H 0.29; H 0.21; H 0.28; H 0.38; H 0.39; H 0.30; H 0.25; H 0.23; H 0.40; H 0.28; H 0.08; H 0.44; H 0.35; H 0.28; C -1.36; C -0.08; O -0.15; P 0.93; O -0.62; O -0.51; C 0.11; C -1.05; O -0.47; C 0.56; C -0.70; H 0.31; H 0.31; H 0.38; H 0.19; H 0.38; H 0.34; H -0.10; H 0.35; H 0.23; H 0.30

ORCA calculation (ωB97M-V/def2-TZVPD) on 5 unconnected molecules or ions with the total composition C14H39N4O8.

Properties
Energy (eV): -37487.99465
HOMO-LUMO gap (eV): 8.7286
Total charge: -1
Max |F| (eV/Å): 1.37
ΔE to the lowest compared entry with this formula, charge and spin (kcal/mol): 0.0

Cartesian coordinates (Å):
N -0.42 -0.40 0.30
O 0.83 -0.14 0.16
O -1.25 0.38 -0.16
O -0.75 -1.43 0.91
C 1.60 -1.18 -2.81
C 2.11 0.25 -2.87
O 1.20 1.17 -2.29
O 2.72 -2.05 -3.08
H 0.83 -1.33 -3.57
H 1.20 -1.40 -1.82
H 2.24 0.55 -3.91
H 3.06 0.30 -2.33
H 1.01 0.84 -1.38
H 2.61 -2.85 -2.56
C -4.96 3.13 -5.89
C -4.68 2.02 -4.94
C -3.20 1.83 -4.71
O -3.00 0.53 -4.18
C -1.72 0.37 -3.62
N -5.33 2.30 -3.63
H -4.46 4.06 -5.60
H -6.03 3.33 -5.97
H -4.60 2.88 -6.89
H -5.07 1.06 -5.30
H -2.85 2.59 -4.00
H -2.65 1.93 -5.65
H -1.64 -0.64 -3.21
H -1.49 1.08 -2.82
H -0.91 0.46 -4.37
H -6.33 2.26 -3.75
H -5.07 1.59 -2.96
C 1.38 -2.47 4.08
C 1.99 -3.49 3.13
C 1.12 -4.73 3.02
O 0.63 -5.11 4.29
C -0.08 -6.31 4.23
N 2.14 -2.92 1.79
H 1.28 -2.79 5.12
H 0.35 -2.24 3.76
H 1.90 -1.51 4.09
H 2.98 -3.79 3.48
H 1.70 -5.55 2.59
H 0.27 -4.53 2.35
H -0.98 -6.19 3.61
H -0.31 -6.62 5.24
H 0.55 -7.11 3.79
H 2.08 -1.91 1.79
H 1.46 -3.25 1.12
C 2.94 3.22 1.47
C 2.33 2.30 2.53
C 0.81 2.40 2.52
O 0.30 3.71 2.77
C 0.41 4.10 4.11
N 2.76 0.92 2.24
H 2.60 2.92 0.48
H 4.03 3.20 1.48
H 2.66 4.26 1.65
H 2.74 2.54 3.51
H 0.43 1.73 3.32
H 0.36 2.08 1.58
H 1.45 4.02 4.49
H -0.23 3.52 4.77
H 0.19 5.17 4.15
H 2.44 0.29 2.97
H 2.29 0.59 1.40

Need the Mulliken charges? In units of e they are: N 0.99; O -0.52; O -0.65; O -0.65; C 0.36; C -0.48; O -0.54; O -0.58; H 0.05; H -0.09; H 0.33; H 0.31; H 0.25; H 0.32; C -1.41; C 0.74; C -0.95; O -0.37; C -0.67; N -0.79; H 0.31; H 0.37; H 0.35; H 0.22; H 0.42; H 0.34; H 0.29; H 0.37; H 0.27; H 0.21; H 0.27; C -1.34; C 0.62; C -0.77; O -0.28; C -0.75; N -0.59; H 0.39; H 0.27; H 0.37; H 0.07; H 0.37; H 0.35; H 0.30; H 0.24; H 0.29; H 0.14; H 0.28; C -1.43; C 0.39; C -0.12; O -0.42; C -0.69; N -0.70; H 0.24; H 0.38; H 0.33; H 0.37; H 0.38; H -0.02; H 0.27; H 0.27; H 0.29; H 0.24; H 0.14

ORCA calculation (ωB97M-V/def2-TZVPD) on 2 unconnected molecules or ions with the total composition C11H18.

Properties
SMILES string: CCc1ccccc1.CCC
Energy (eV): -11697.56279
HOMO-LUMO gap (eV): 9.7323
Total charge: 0
Max |F| (eV/Å): 3.43
ΔE to the lowest compared entry with this formula, charge and spin (kcal/mol): 39.6

Cartesian coordinates (Å):
C -1.41 -1.29 -2.90
C -0.50 -0.42 -2.04
C -0.11 -1.22 -0.86
C 1.26 -1.14 -0.48
C 1.66 -2.07 0.47
C 0.76 -2.97 1.07
C -0.57 -2.94 0.75
C -1.07 -2.03 -0.17
H -2.42 -1.41 -2.53
H -1.05 -2.38 -3.10
H -1.70 -0.71 -3.78
H 0.42 -0.23 -2.58
H -1.06 0.51 -1.76
H 1.88 -0.40 -0.92
H 2.73 -2.03 0.73
H 1.11 -3.66 1.78
H -1.18 -3.73 1.12
H -2.11 -2.05 -0.45
C 0.56 1.55 1.73
C 0.62 3.09 1.98
C -0.13 3.63 0.75
H -0.50 1.20 1.79
H 1.23 1.13 2.37
H 0.67 1.41 0.68
H 0.13 3.38 3.01
H 1.60 3.56 2.08
H -1.07 3.13 0.48
H -0.41 4.66 0.82
H 0.64 3.44 -0.06

Need the Mulliken charges? In units of e they are: C -1.39; C -0.20; C 0.87; C -0.64; C -0.45; C -0.61; C -0.47; C -0.62; H 0.37; H 0.32; H 0.40; H 0.33; H 0.17; H 0.39; H 0.32; H 0.48; H 0.38; H 0.34; C -0.85; C -0.30; C -1.04; H 0.27; H 0.46; H 0.05; H 0.27; H 0.31; H 0.25; H 0.34; H 0.25

ORCA calculation (ωB97M-V/def2-TZVPD) on C26H20N2O5 in the gas phase.

Properties
SMILES string: O=[N+]([O-])c1ccc([C@@H]([C@H](c2ccccc2)c2ccc(Oc3ccccc3)cc2)[N+](=O)[O-])cc1
Energy (eV): -40496.92816
HOMO-LUMO gap (eV): 7.9550
Total charge: 0
Max |F| (eV/Å): 3.77
ΔE to the lowest compared entry with this formula, charge and spin (kcal/mol): 0.0

Cartesian coordinates (Å):
O -5.95 2.22 4.87
N -5.53 3.02 4.00
O -6.01 4.17 3.87
C -4.49 2.57 3.16
C -3.99 3.37 2.11
C -2.94 2.90 1.32
C -2.31 1.66 1.61
C -0.93 1.19 1.13
C -0.80 0.61 -0.31
C -1.84 -0.47 -0.45
C -3.20 -0.12 -0.50
C -4.18 -1.06 -0.77
C -3.79 -2.37 -1.10
C -2.46 -2.77 -0.91
C -1.50 -1.83 -0.52
C 0.56 0.17 -0.95
C 1.78 0.75 -0.60
C 2.95 0.58 -1.35
C 2.97 -0.29 -2.44
O 4.16 -0.64 -3.08
C 5.11 -1.33 -2.30
C 4.96 -2.71 -2.17
C 5.72 -3.39 -1.22
C 6.65 -2.69 -0.44
C 6.82 -1.32 -0.61
C 6.07 -0.63 -1.57
C 1.79 -0.93 -2.81
C 0.62 -0.69 -2.09
N -0.05 2.44 1.39
O 1.11 2.33 1.85
O -0.62 3.54 1.17
C -2.99 0.81 2.50
C -4.01 1.26 3.34
H -4.40 4.38 1.99
H -2.66 3.51 0.47
H -0.62 0.40 1.82
H -1.09 1.44 -0.98
H -3.47 0.92 -0.36
H -5.22 -0.76 -0.71
H -4.56 -3.09 -1.40
H -2.18 -3.81 -1.08
H -0.47 -2.16 -0.39
H 1.86 1.39 0.27
H 3.87 1.08 -1.07
H 4.20 -3.22 -2.77
H 5.58 -4.47 -1.10
H 7.25 -3.22 0.29
H 7.54 -0.76 0.00
H 6.17 0.45 -1.72
H 1.83 -1.66 -3.62
H -0.26 -1.21 -2.47
H -2.65 -0.22 2.57
H -4.40 0.64 4.14

Need the Mulliken charges? In units of e they are: O -0.58; N 0.92; O -0.58; C 0.05; C -0.95; C 0.62; C -0.81; C 0.11; C 0.58; C 0.10; C -0.29; C -0.75; C -0.56; C -0.78; C -0.37; C -0.09; C -0.42; C -0.97; C 0.26; O -0.51; C 0.08; C -0.28; C -0.47; C -0.42; C -0.49; C -0.13; C -0.59; C -0.33; N 0.98; O -0.63; O -0.60; C 0.09; C -0.77; H 0.44; H 0.51; H 0.34; H 0.43; H 0.47; H 0.41; H 0.37; H 0.38; H 0.67; H 0.45; H 0.35; H 0.38; H 0.34; H 0.37; H 0.35; H 0.49; H 0.47; H 0.42; H 0.44; H 0.47

What did the second record say?
ORCA calculation (ωB97M-V/def2-TZVPD) on 5 unconnected molecules or ions with the total composition C14H39N4O8.

Properties
Energy (eV): -37487.99465
HOMO-LUMO gap (eV): 8.7286
Total charge: -1
Max |F| (eV/Å): 1.37
ΔE to the lowest compared entry with this formula, charge and spin (kcal/mol): 0.0

Cartesian coordinates (Å):
N -0.42 -0.40 0.30
O 0.83 -0.14 0.16
O -1.25 0.38 -0.16
O -0.75 -1.43 0.91
C 1.60 -1.18 -2.81
C 2.11 0.25 -2.87
O 1.20 1.17 -2.29
O 2.72 -2.05 -3.08
H 0.83 -1.33 -3.57
H 1.20 -1.40 -1.82
H 2.24 0.55 -3.91
H 3.06 0.30 -2.33
H 1.01 0.84 -1.38
H 2.61 -2.85 -2.56
C -4.96 3.13 -5.89
C -4.68 2.02 -4.94
C -3.20 1.83 -4.71
O -3.00 0.53 -4.18
C -1.72 0.37 -3.62
N -5.33 2.30 -3.63
H -4.46 4.06 -5.60
H -6.03 3.33 -5.97
H -4.60 2.88 -6.89
H -5.07 1.06 -5.30
H -2.85 2.59 -4.00
H -2.65 1.93 -5.65
H -1.64 -0.64 -3.21
H -1.49 1.08 -2.82
H -0.91 0.46 -4.37
H -6.33 2.26 -3.75
H -5.07 1.59 -2.96
C 1.38 -2.47 4.08
C 1.99 -3.49 3.13
C 1.12 -4.73 3.02
O 0.63 -5.11 4.29
C -0.08 -6.31 4.23
N 2.14 -2.92 1.79
H 1.28 -2.79 5.12
H 0.35 -2.24 3.76
H 1.90 -1.51 4.09
H 2.98 -3.79 3.48
H 1.70 -5.55 2.59
H 0.27 -4.53 2.35
H -0.98 -6.19 3.61
H -0.31 -6.62 5.24
H 0.55 -7.11 3.79
H 2.08 -1.91 1.79
H 1.46 -3.25 1.12
C 2.94 3.22 1.47
C 2.33 2.30 2.53
C 0.81 2.40 2.52
O 0.30 3.71 2.77
C 0.41 4.10 4.11
N 2.76 0.92 2.24
H 2.60 2.92 0.48
H 4.03 3.20 1.48
H 2.66 4.26 1.65
H 2.74 2.54 3.51
H 0.43 1.73 3.32
H 0.36 2.08 1.58
H 1.45 4.02 4.49
H -0.23 3.52 4.77
H 0.19 5.17 4.15
H 2.44 0.29 2.97
H 2.29 0.59 1.40

Need the Mulliken charges? In units of e they are: N 0.99; O -0.52; O -0.65; O -0.65; C 0.36; C -0.48; O -0.54; O -0.58; H 0.05; H -0.09; H 0.33; H 0.31; H 0.25; H 0.32; C -1.41; C 0.74; C -0.95; O -0.37; C -0.67; N -0.79; H 0.31; H 0.37; H 0.35; H 0.22; H 0.42; H 0.34; H 0.29; H 0.37; H 0.27; H 0.21; H 0.27; C -1.34; C 0.62; C -0.77; O -0.28; C -0.75; N -0.59; H 0.39; H 0.27; H 0.37; H 0.07; H 0.37; H 0.35; H 0.30; H 0.24; H 0.29; H 0.14; H 0.28; C -1.43; C 0.39; C -0.12; O -0.42; C -0.69; N -0.70; H 0.24; H 0.38; H 0.33; H 0.37; H 0.38; H -0.02; H 0.27; H 0.27; H 0.29; H 0.24; H 0.14

Among the records above, which one has the highest HOMO-LUMO gap? C39H80O31P4